No. 1
# C24H22AlCl3F15MgN3NaO8PS3

A molecular structure, C24H22AlCl3F15MgN3NaO8PS3 (the ωB97M-V functional and the def2-TZVPD basis, the Open Molecules 2025 dataset).

HOMO level ... -10.6 eV
LUMO level ... -8.69 eV
E_tot ... -6711.94481 a.u.
Total charge ... +2

Each line ends with the Mulliken charge.
Atoms and positions in Å:
O (-0.277, -4.734, 1.871)  -0.497
C (-0.455, -3.559, 1.702)  0.339
F (-0.818, -2.804, 2.824)  -0.210
N (-0.338, -3.035, 0.344)  -0.003
C (0.768, -2.147, 0.321)  0.563
O (1.284, -1.630, 1.332)  -0.561
F (1.383, -1.827, -0.883)  -0.225
P (-1.850, -2.147, -0.216)  0.921
C (-3.014, -3.652, -0.235)  -1.211
C (-4.414, -3.411, 0.456)  -0.551
C (-4.536, -4.049, 1.912)  -0.196
S (-5.911, -3.210, 2.854)  -0.010
C (-5.217, -2.439, 4.321)  -0.001
S (-3.786, -2.996, 4.993)  -0.172
N (-5.814, -1.282, 5.001)  0.188
C (-6.095, -1.445, 6.405)  -0.342
C (-6.655, -0.060, 6.779)  -0.537
N (-6.654, 0.736, 5.585)  -0.453
C (-6.139, 0.008, 4.511)  0.082
O (-3.007, -0.963, -0.799)  -0.637
C (-3.015, -0.988, -2.234)  -0.866
C (-1.530, -1.461, -2.621)  1.169
C (-1.281, -1.520, -4.193)  -1.177
C (-0.089, -0.532, -4.612)  -0.864
C (-0.588, 0.939, -4.974)  0.885
F (-0.783, 0.921, -6.381)  -0.346
F (-1.853, 1.239, -4.446)  -0.282
C (0.522, 2.052, -4.723)  0.390
F (0.346, 3.036, -5.687)  -0.318
F (1.754, 1.435, -5.020)  -0.286
C (0.663, 2.595, -3.233)  0.794
F (0.105, 1.588, -2.409)  -0.309
F (2.013, 2.591, -2.908)  -0.322
C (-0.127, 3.906, -2.863)  0.507
F (-0.545, 3.764, -1.520)  -0.258
F (-1.311, 3.999, -3.579)  -0.228
S (0.781, 5.536, -2.988)  1.169
F (-0.335, 6.075, -4.086)  -0.282
F (1.753, 5.070, -4.204)  -0.230
F (1.884, 5.146, -1.778)  -0.187
F (-0.239, 6.143, -1.805)  -0.329
F (1.479, 7.013, -3.055)  -0.248
O (-1.354, -2.648, -1.825)  -0.701
H (-2.290, -1.722, 1.096)  -0.038
H (-0.975, -0.979, -0.145)  0.012
H (-3.228, -3.866, -1.331)  0.388
H (-2.521, -4.605, 0.149)  0.512
H (-5.190, -3.944, -0.188)  0.375
H (-4.733, -2.333, 0.529)  0.321
H (-3.536, -3.935, 2.420)  0.062
H (-4.737, -5.164, 1.814)  0.388
H (-5.958, -2.345, 7.064)  0.468
H (-6.998, 0.278, 7.793)  0.372
H (-5.981, 0.302, 3.434)  0.454
H (-3.652, -1.879, -2.577)  0.271
H (-3.483, -0.136, -2.803)  0.400
H (-0.656, -0.825, -2.262)  -0.264
H (-2.263, -1.223, -4.688)  0.410
H (-1.082, -2.580, -4.543)  0.432
H (0.323, -0.982, -5.572)  0.485
H (0.763, -0.529, -3.879)  0.410
C (2.665, 1.701, 0.878)  -0.012
Cl (4.219, 1.599, 1.698)  -0.011
Cl (1.757, 0.156, 0.996)  0.122
H (2.066, 2.504, 1.350)  -0.079
H (2.835, 1.935, -0.176)  0.053
Na (-4.155, -0.300, 6.888)  0.942
C (8.848, -0.245, 0.648)  -0.286
C (7.688, -0.301, 1.418)  0.593
C (7.630, 0.743, 2.530)  0.533
O (6.681, 0.905, 3.256)  -0.525
C (8.820, 1.615, 2.737)  -0.403
C (9.997, 1.661, 1.971)  0.445
C (9.995, 0.682, 0.789)  0.340
O (10.877, 0.618, -0.034)  -0.478
O (10.969, 2.370, 2.141)  -0.472
O (6.739, -1.076, 1.289)  -0.524
H (8.965, -0.945, -0.173)  0.487
H (8.724, 2.278, 3.592)  0.433
Mg (1.898, 4.396, 0.311)  0.649
Cl (8.059, 2.668, 0.527)  -0.130
Al (-5.564, 2.110, 3.164)  0.696

=====

No. 2
# C24H22BN11ORe

A molecular structure, C24H22BN11ORe (the ωB97M-V functional and the def2-TZVPD basis, the Open Molecules 2025 dataset).

2S+1 ... 3
HOMO level (alpha / beta) ... -16.8 / -16.8 eV
LUMO level (alpha / beta) ... -12.70 / -12.09 eV
E_tot ... -1707.58345 a.u.
Total charge ... +3

Each line ends with the Löwdin spin population.
Atoms and positions in Å:
Re (0.499, 0.223, 0.471)  1.484
O (1.799, 3.977, 1.408)  0.063
C (1.725, 2.818, 1.140)  0.019
N (0.528, 2.068, 1.145)  0.182
C (-0.445, 2.409, 2.169)  0.026
C (-0.283, 1.289, 3.182)  0.014
C (-0.591, 1.370, 4.524)  0.001
C (-0.334, 0.267, 5.333)  0.009
C (0.223, -0.882, 4.783)  -0.002
C (0.481, -0.910, 3.427)  0.003
N (0.235, 0.161, 2.653)  -0.011
C (2.901, 1.924, 0.914)  0.014
C (4.190, 2.388, 1.058)  0.001
C (5.226, 1.461, 1.123)  0.015
C (4.918, 0.110, 1.061)  -0.003
C (3.602, -0.274, 0.876)  0.013
N (2.599, 0.612, 0.780)  0.007
H (-1.461, 2.392, 1.761)  0.005
H (-0.261, 3.399, 2.584)  0.001
H (-1.015, 2.279, 4.930)  0.000
H (-0.564, 0.308, 6.390)  0.000
H (0.442, -1.750, 5.388)  0.000
H (0.886, -1.793, 2.948)  0.000
H (4.360, 3.453, 1.154)  0.000
H (6.248, 1.793, 1.253)  0.001
H (5.685, -0.647, 1.153)  0.000
H (3.351, -1.322, 0.828)  0.001
C (-3.630, -0.956, 0.995)  0.018
C (-2.440, -0.462, 1.484)  0.017
N (-1.557, -0.311, 0.469)  0.037
N (-2.173, -0.731, -0.665)  0.005
C (-3.418, -1.114, -0.371)  0.048
B (-1.410, -0.744, -2.011)  0.000
N (-0.144, -1.628, -1.818)  0.007
C (0.316, -2.584, -2.621)  -0.015
C (1.512, -3.088, -2.101)  -0.010
C (1.737, -2.350, -0.969)  0.004
N (0.723, -1.457, -0.777)  -0.007
N (-0.888, 0.697, -2.226)  0.000
C (-1.194, 1.638, -3.122)  0.020
C (-0.437, 2.781, -2.859)  0.008
C (0.312, 2.471, -1.750)  0.009
N (0.059, 1.197, -1.375)  0.013
N (-2.256, -1.311, -3.104)  0.000
C (-2.841, -2.552, -3.124)  0.000
C (-3.482, -2.689, -4.320)  0.000
C (-3.224, -1.471, -5.002)  0.000
N (-2.499, -0.660, -4.266)  0.000
H (-4.527, -1.181, 1.547)  0.000
H (-2.206, -0.198, 2.501)  0.000
H (-4.107, -1.456, -1.127)  0.002
H (-0.211, -2.875, -3.517)  0.000
H (2.128, -3.874, -2.504)  0.000
H (2.552, -2.469, -0.280)  0.001
H (-1.912, 1.437, -3.900)  0.001
H (-0.440, 3.711, -3.402)  0.000
H (1.031, 3.090, -1.240)  0.000
H (-2.756, -3.253, -2.306)  0.000
H (-4.019, -3.547, -4.689)  0.000
H (-3.543, -1.186, -5.991)  0.000

=====

We obtain maximum force values of 0.134 0.034 Eh/bohr for the records listed above, in that order.